9 unconnected molecules or ions with the total composition C42H110N8O13 in a non-equilibrium geometry, computed with the ωB97M-V functional and the def2-TZVPD basis.

Bonds (Å) are listed after each position.
Element x y z (Å)
1 C 3.04 -3.12 -1.88  O2 1.414, H10 1.103, H11 1.102, H12 1.085
2 O 3.81 -3.98 -1.06  C1 1.414, C3 1.406
3 C 3.05 -5.04 -0.55  O2 1.406, C4 1.520, H13 1.093, H14 1.101
4 C 3.98 -5.96 0.23  C3 1.520, N5 1.444, H15 1.088, H16 1.096
5 N 3.85 -7.32 -0.22  C4 1.444, C6 1.434, H17 1.015
6 C 4.38 -7.58 -1.53  N5 1.434, C7 1.533, H18 1.100, H19 1.092
7 C 5.89 -7.38 -1.69  C6 1.533, O8 1.407, H20 1.094, H21 1.102
8 O 6.32 -7.30 -3.03  C7 1.407, C9 1.411
9 C 6.05 -6.06 -3.65  O8 1.411, H22 1.092, H23 1.095, H24 1.088
10 H 2.20 -2.68 -1.33  C1 1.103
11 H 2.63 -3.69 -2.74  C1 1.102
12 H 3.64 -2.31 -2.27  C1 1.085
13 H 2.51 -5.59 -1.33  C3 1.093
14 H 2.34 -4.57 0.15  C3 1.101
15 H 3.71 -5.91 1.28  C4 1.088
16 H 4.99 -5.56 0.13  C4 1.096
17 H 4.30 -7.95 0.44  N5 1.015
18 H 3.90 -6.88 -2.23  C6 1.100
19 H 4.10 -8.55 -1.94  C6 1.092
20 H 6.45 -8.20 -1.23  C7 1.094
21 H 6.21 -6.47 -1.15  C7 1.102
22 H 6.87 -5.36 -3.45  C9 1.092
23 H 5.11 -5.64 -3.29  C9 1.095
24 H 5.94 -6.23 -4.71  C9 1.088
25 C -2.27 3.70 -1.06  O26 1.416, H34 1.089, H35 1.098, H36 1.094
26 O -3.60 4.01 -1.43  C25 1.416, C27 1.408
27 C -4.25 2.97 -2.11  O26 1.408, C28 1.544, H37 1.095, H38 1.110
28 C -5.79 3.09 -2.00  C27 1.544, N29 1.447, H39 1.091, H40 1.094
29 N -6.40 4.10 -2.84  C28 1.447, C30 1.447, H41 1.012
30 C -5.96 5.46 -2.64  N29 1.447, C31 1.522, H42 1.095, H43 1.096
31 C -6.94 6.45 -3.23  C30 1.522, O32 1.411, H44 1.097, H45 1.091
32 O -6.77 6.63 -4.62  C31 1.411, C33 1.395
33 C -5.79 7.57 -4.95  O32 1.395, H46 1.099, H47 1.083, H48 1.099
34 H -1.70 4.63 -1.00  C25 1.089
35 H -1.82 3.08 -1.85  C25 1.098
36 H -2.21 3.16 -0.11  C25 1.094
37 H -3.87 1.98 -1.86  C27 1.095
38 H -4.06 3.13 -3.19  C27 1.110
39 H -6.06 3.30 -0.96  C28 1.091
40 H -6.15 2.13 -2.36  C28 1.094
41 H -6.37 3.86 -3.83  N29 1.012
42 H -4.96 5.69 -3.03  C30 1.095
43 H -5.99 5.64 -1.56  C30 1.096
44 H -6.87 7.39 -2.66  C31 1.097
45 H -7.94 6.02 -3.12  C31 1.091
46 H -6.04 8.55 -4.50  C33 1.099
47 H -5.73 7.64 -6.03  C33 1.083
48 H -4.82 7.28 -4.53  C33 1.099
49 C 2.23 -0.39 -3.92  O50 1.392, H58 1.098, H59 1.098, H60 1.090
50 O 2.60 0.07 -5.18  C49 1.392, C51 1.390
51 C 1.60 -0.17 -6.11  O50 1.390, C52 1.521, H61 1.105, H62 1.104
52 C 2.03 0.29 -7.49  C51 1.521, N53 1.479, H63 1.099, H64 1.094
53 N 2.50 1.69 -7.46  C52 1.479, C54 1.469, H65 1.022
54 C 3.37 1.97 -8.62  N53 1.469, C55 1.513, H66 1.100, H67 1.092
55 C 3.90 3.38 -8.56  C54 1.513, O56 1.421, H68 1.103, H69 1.098
56 O 4.52 3.59 -7.30  C55 1.421, C57 1.378
57 C 5.25 4.76 -7.28  O56 1.378, H70 1.097, H71 1.098, H72 1.100
58 H 2.16 -1.48 -3.93  C49 1.098
59 H 1.29 0.02 -3.54  C49 1.098
60 H 3.02 -0.08 -3.23  C49 1.090
61 H 0.68 0.34 -5.78  C51 1.105
62 H 1.35 -1.24 -6.12  C51 1.104
63 H 1.17 0.14 -8.17  C52 1.099
64 H 2.82 -0.38 -7.84  C52 1.094
65 H 1.63 2.19 -7.67  N53 1.022
66 H 2.85 1.83 -9.58  C54 1.100
67 H 4.26 1.33 -8.57  C54 1.092
68 H 3.11 4.14 -8.66  C55 1.103
69 H 4.63 3.57 -9.37  C55 1.098
70 H 4.66 5.69 -7.29  C57 1.097
71 H 6.05 4.78 -8.04  C57 1.098
72 H 5.80 4.79 -6.33  C57 1.100
73 C 8.95 -2.48 3.04  O74 1.394, H82 1.096, H83 1.086, H84 1.104
74 O 7.60 -2.41 3.35  C73 1.394, C75 1.404
75 C 7.34 -1.70 4.53  O74 1.404, C76 1.516, H85 1.100, H86 1.100
76 C 5.84 -1.55 4.67  C75 1.516, N77 1.442, H87 1.096, H88 1.107
77 N 5.30 -0.86 3.52  C76 1.442, C78 1.455, H89 1.010
78 C 3.85 -0.85 3.42  N77 1.455, C79 1.510, H90 1.094, H91 1.098
79 C 3.34 -1.30 2.07  C78 1.510, O80 1.399, H92 1.106, H93 1.089
80 O 3.95 -0.65 0.99  C79 1.399, C81 1.416
81 C 3.76 0.76 0.96  O80 1.416, H94 1.096, H95 1.098, H96 1.086
82 H 9.49 -1.56 3.31  C73 1.096
83 H 9.10 -2.70 1.98  C73 1.086
84 H 9.44 -3.29 3.61  C73 1.104
85 H 7.79 -0.70 4.52  C75 1.100
86 H 7.72 -2.24 5.41  C75 1.100
87 H 5.57 -0.97 5.56  C76 1.096
88 H 5.37 -2.54 4.81  C76 1.107
89 H 5.79 -1.12 2.68  N77 1.010
90 H 3.47 0.16 3.62  C78 1.094
91 H 3.45 -1.57 4.15  C78 1.098
92 H 2.26 -1.08 2.03  C79 1.106
93 H 3.49 -2.36 1.90  C79 1.089
94 H 4.01 1.26 1.90  C81 1.096
95 H 2.69 0.95 0.75  C81 1.098
96 H 4.42 1.16 0.20  C81 1.086
97 C 3.10 7.14 2.58  C98 1.517, H103 1.092, H104 1.096, H105 1.090
98 C 2.84 5.64 2.63  C97 1.517, C99 1.514, N102 1.474, H106 1.100
99 C 1.38 5.25 2.50  C98 1.514, O100 1.406, H107 1.104, H108 1.100
100 O 1.32 3.85 2.39  C99 1.406, C101 1.393
101 C 0.01 3.37 2.39  O100 1.393, H109 1.085, H110 1.094, H111 1.110
102 N 3.70 4.99 1.63  C98 1.474, H112 1.015, H113 1.013
103 H 2.52 7.72 3.29  C97 1.092
104 H 2.93 7.53 1.57  C97 1.096
105 H 4.15 7.33 2.82  C97 1.090
106 H 3.24 5.30 3.59  C98 1.100
107 H 0.99 5.71 1.58  C99 1.104
108 H 0.82 5.56 3.39  C99 1.100
109 H -0.02 2.32 2.12  C101 1.085
110 H -0.69 3.98 1.80  C101 1.094
111 H -0.37 3.41 3.43  C101 1.110
112 H 3.70 5.54 0.77  N102 1.015
113 H 3.35 4.06 1.41  N102 1.013
114 C -5.06 1.85 1.87  C115 1.540, H120 1.084, H121 1.085, H122 1.098
115 C -4.63 1.76 3.34  C114 1.540, C116 1.506, N119 1.482, H123 1.095
116 C -5.40 0.78 4.19  C115 1.506, O117 1.414, H124 1.100, H125 1.103
117 O -6.78 1.08 4.07  C116 1.414, C118 1.399
118 C -7.58 0.20 4.81  O117 1.399, H126 1.093, H127 1.090, H128 1.098
119 N -3.18 1.49 3.42  C115 1.482, H129 1.013, H130 1.011
120 H -4.41 1.22 1.28  C114 1.084
121 H -5.14 2.90 1.59  C114 1.085
122 H -6.06 1.42 1.71  C114 1.098
123 H -4.81 2.77 3.72  C115 1.095
124 H -5.09 0.91 5.24  C116 1.100
125 H -5.25 -0.26 3.86  C116 1.103
126 H -7.79 -0.70 4.22  C118 1.093
127 H -8.50 0.72 5.07  C118 1.090
128 H -7.11 -0.06 5.77  C118 1.098
129 H -2.95 0.87 4.19  N119 1.013
130 H -2.73 2.38 3.54  N119 1.011
131 C -6.13 -2.48 -1.08  C132 1.514, H137 1.099, H138 1.093, H139 1.088
132 C -6.23 -3.78 -0.32  C131 1.514, C133 1.522, N136 1.487, H140 1.104
133 C -5.36 -3.90 0.92  C132 1.522, O134 1.397, H141 1.100, H142 1.104
134 O -5.37 -5.24 1.30  C133 1.397, C135 1.388
135 C -4.49 -5.66 2.28  O134 1.388, H143 1.089, H144 1.098, H145 1.101
136 N -7.65 -3.99 0.09  C132 1.487, H146 1.015, H147 1.016
137 H -7.05 -2.34 -1.67  C131 1.099
138 H -5.38 -2.45 -1.87  C131 1.093
139 H -6.04 -1.59 -0.47  C131 1.088
140 H -5.93 -4.60 -1.00  C132 1.104
141 H -5.73 -3.22 1.71  C133 1.100
142 H -4.33 -3.58 0.65  C133 1.104
143 H -4.82 -6.69 2.44  C135 1.089
144 H -4.57 -5.11 3.23  C135 1.098
145 H -3.41 -5.68 2.07  C135 1.101
146 H -8.22 -4.14 -0.73  N136 1.015
147 H -7.72 -4.83 0.65  N136 1.016
148 C -2.99 -2.42 4.01  C149 1.513, H154 1.092, H155 1.098, H156 1.090
149 C -1.66 -2.37 4.72  C148 1.513, C150 1.530, N153 1.469, H157 1.097
150 C -1.68 -1.37 5.87  C149 1.530, O151 1.410, H158 1.101, H159 1.094
151 O -1.72 0.00 5.52  C150 1.410, C152 1.406
152 C -0.52 0.51 4.98  O151 1.406, H160 1.087, H161 1.096, H162 1.092
153 N -1.31 -3.70 5.24  C149 1.469, H163 1.020, H164 1.018
154 H -3.20 -1.68 3.24  C148 1.092
155 H -3.80 -2.24 4.73  C148 1.098
156 H -3.17 -3.41 3.58  C148 1.090
157 H -0.88 -2.05 4.01  C149 1.097
158 H -0.88 -1.53 6.62  C150 1.101
159 H -2.60 -1.56 6.42  C150 1.094
160 H -0.76 1.32 4.29  C152 1.087
161 H -0.01 -0.23 4.35  C152 1.096
162 H 0.18 0.78 5.77  C152 1.092
163 H -1.25 -4.30 4.42  N153 1.020
164 H -0.34 -3.65 5.56  N153 1.018
165 C 0.16 -0.26 -0.41  C166 1.517, H168 1.087, H169 1.087, H170 1.093
166 C -1.03 -0.50 0.50  C165 1.517, O167 1.429, H171 1.104, H172 1.094
167 O -1.50 0.76 1.00  C166 1.429, H173 0.970
168 H 0.56 -1.21 -0.75  C165 1.087
169 H 0.91 0.33 0.13  C165 1.087
170 H -0.23 0.30 -1.26  C165 1.093
171 H -0.81 -1.23 1.30  C166 1.104
172 H -1.87 -0.96 -0.02  C166 1.094
173 H -2.08 0.57 1.75  O167 0.970

Properties
Orbital gap (eV): 8.594
SMILES: COC[C@H](C)N.COC[C@H](C)N.COC[C@H](C)N.COC[C@H](C)N.COCCNCCOC.COCCNCCOC.COCCNCCOC.COCCNCCOC.CCO
Highest occupied orbital energy (eV): -8.42
E_tot (Eh): -3082.059176
Charge: 0

Here are the Mulliken charges for atoms 1 to 8, given in e: C -0.655; O -0.374; C -0.439; C -0.639; N -0.398; C -0.633; C -0.341; O -0.395